Computed, not measured: a molecular structure, C35H34MnN5S at a distorted geometry, with ωB97M-V/def2-TZVPD.

Geometry (Å):
Mn 0.004 -0.470 -0.164
C 0.001 -2.519 -3.404
C -0.848 -3.553 -2.662
C -0.867 -3.278 -1.145
N -1.209 -1.891 -0.868
C -2.379 -1.485 -1.358
C -3.409 -2.375 -1.737
C -4.480 -2.203 -2.588
C -4.844 -1.074 -3.306
C -4.356 0.212 -3.120
C -3.442 0.666 -2.197
C -2.567 -0.030 -1.333
N -1.734 0.568 -0.493
C -2.086 1.868 0.029
C -0.934 2.866 0.014
C 0.287 2.306 0.760
N 0.926 1.244 -0.002
C 1.824 1.619 -0.915
C 2.055 2.955 -1.295
C 3.043 3.525 -2.086
C 4.234 2.984 -2.512
C 4.638 1.660 -2.315
C 3.860 0.596 -1.965
C 2.469 0.515 -1.643
N 1.723 -0.533 -1.893
C 2.293 -1.475 -2.849
C 1.489 -2.743 -3.147
H -0.277 -1.520 -3.053
H -0.215 -2.564 -4.472
H -0.452 -4.556 -2.836
H -1.864 -3.525 -3.058
H 0.122 -3.461 -0.726
H -1.560 -3.968 -0.641
H -3.331 -3.367 -1.308
H -5.078 -3.090 -2.767
H -5.607 -1.197 -4.061
H -4.798 0.980 -3.744
H -3.288 1.738 -2.229
H -2.404 1.698 1.065
H -2.941 2.308 -0.493
H -1.260 3.796 0.487
H -0.675 3.077 -1.027
H -0.048 1.898 1.715
H 1.006 3.108 0.974
H 1.317 3.671 -0.964
H 2.885 4.572 -2.324
H 4.934 3.645 -3.004
H 5.674 1.435 -2.536
H 4.371 -0.359 -1.937
H 3.288 -1.815 -2.529
H 2.438 -0.922 -3.788
H 1.594 -3.442 -2.319
H 1.954 -3.211 -4.017
S 0.783 -1.037 4.972
C -0.208 0.374 5.102
C -0.417 1.161 6.221
C -1.242 2.262 6.101
C -1.866 2.545 4.889
C -1.664 1.755 3.777
C -0.799 0.663 3.849
N -0.420 -0.175 2.834
C 0.379 -1.099 3.246
C 1.039 -2.080 2.427
C 1.614 -3.181 3.075
C 2.374 -4.095 2.383
C 2.611 -3.856 1.039
C 2.031 -2.767 0.409
C 1.171 -1.849 1.034
H 0.069 0.923 7.155
H -1.413 2.903 6.952
H -2.517 3.405 4.814
H -2.175 1.984 2.857
H 1.450 -3.310 4.137
H 2.796 -4.954 2.882
H 3.247 -4.524 0.477
H 2.278 -2.614 -0.628

Computed properties:
- max |F| (eV/Å) = 1.20
- gap between HOMO and LUMO (spin up / spin down) (hartree) = 0.2407 / 0.2539
- E_LUMO (spin up / spin down) (eV) = -0.22 / -0.05
- expectation value of S² = 6.090
- total energy (Ha) = -3177.03449
- HOMO level (spin up / spin down) (hartree) = -0.249 / -0.256
- 2S+1 = 5